6 unconnected molecules or ions with the total composition C41H55ClF15N4O17PS. Source: OMol25; level of theory: the ωB97M-V functional and the def2-TZVPD basis.

- HOMO (Eh) = -0.3361
- LUMO (eV) = -1.21
- F_max (eV/Å) = 2.54
- orbital gap (eV) = 7.93
- net charge = 0
- multiplicity = 1
- E_tot (eV) = -157589.1962
- SMILES = CC(=O)OC(=O)Cc1nc2c(CCCCS(=O)(=O)Cl)cc(CCCCCN)cc2nc1P(=N)(O)O.CCOC(=O)C(F)(F)F.CCOC(=O)C(F)(F)F.CCOC(=O)C(F)(F)F.CCOC(=O)C(F)(F)F.CCOC(=O)C(F)(F)F

Atoms and positions in Å:
1 C 6.09158 -3.67805 4.29128
2 C 6.96408 -3.59590 3.07490
3 O 8.14336 -3.60098 3.14912
4 O 6.36992 -3.53613 1.83312
5 C 5.17569 -2.85085 1.76705
6 O 4.19958 -3.41105 1.41278
7 C 5.24732 -1.37690 2.06760
8 C 3.91489 -0.88740 2.58846
9 N 3.31662 -1.65351 3.45691
10 C 2.10148 -1.21113 3.87577
11 C 1.37118 -1.99860 4.79751
12 C 2.00831 -3.25016 5.32796
13 C 2.15572 -4.38007 4.29489
14 C 0.88908 -4.74409 3.50507
15 C 1.03029 -4.38855 2.02712
16 S 0.01660 -5.42926 0.99897
17 O -0.08331 -6.75520 1.50060
18 O -1.22449 -4.76045 0.77001
19 Cl 1.03312 -5.57220 -0.76360
20 C 0.11896 -1.58665 5.18745
21 C -0.45483 -0.37811 4.71328
22 C -1.81764 0.03282 5.16732
23 C -2.85969 0.28811 4.04052
24 C -2.53409 -0.28337 2.65807
25 C -3.82752 -0.56964 1.86324
26 C -4.42270 -1.93560 2.20741
27 N -5.47489 -1.87830 3.25129
28 C 0.27573 0.38121 3.84851
29 C 1.54357 -0.01651 3.41708
30 N 2.22165 0.78191 2.54969
31 C 3.38225 0.34563 2.14568
32 P 4.25801 1.45648 0.97648
33 N 3.42498 2.72019 0.69633
34 O 4.53808 0.61610 -0.34530
35 O 5.69174 1.75538 1.63826
36 H 5.06074 -3.92131 4.07148
37 H 6.17166 -2.74611 4.83386
38 H 6.51991 -4.44919 4.91506
39 H 5.98916 -1.20917 2.84162
40 H 5.53358 -0.91141 1.13242
41 H 1.46115 -3.60356 6.19469
42 H 3.00357 -3.01924 5.69513
43 H 2.47678 -5.29063 4.78313
44 H 2.94385 -4.07898 3.61274
45 H -0.00697 -4.26780 3.88278
46 H 0.73212 -5.81266 3.58327
47 H 0.72654 -3.36585 1.83534
48 H 2.05853 -4.48066 1.69848
49 H -0.42071 -2.19822 5.89043
50 H -2.22225 -0.65022 5.90248
51 H -1.68684 0.97472 5.69559
52 H -3.80404 -0.11175 4.38591
53 H -3.02919 1.35300 3.93636
54 H -2.00260 0.47711 2.09756
55 H -1.98485 -1.21479 2.70169
56 H -3.51845 -0.61564 0.82274
57 H -4.55490 0.22301 2.00044
58 H -4.81049 -2.41941 1.31788
59 H -3.66446 -2.60747 2.59324
60 H -5.03770 -1.91743 4.15916
61 H -5.95377 -0.99220 3.17613
62 H -0.13185 1.30714 3.48155
63 H 3.90334 3.56628 0.97028
64 H 3.69118 0.43552 -0.77112
65 H 5.51577 1.98445 2.55859
66 C 3.11693 4.00456 -2.28868
67 C 3.17991 3.03636 -3.44636
68 O 1.86526 2.74350 -3.97418
69 C 1.31598 3.67279 -4.72834
70 O 1.78979 4.72644 -5.03716
71 C -0.06314 3.19675 -5.21595
72 F -0.79928 2.72639 -4.20594
73 F 0.08407 2.21702 -6.11831
74 F -0.72610 4.19460 -5.78997
75 H 2.45880 3.62777 -1.50929
76 H 4.10700 4.15345 -1.86342
77 H 2.73009 4.97331 -2.60432
78 H 3.57749 2.07899 -3.11589
79 H 3.82419 3.39665 -4.24820
80 C 0.46440 8.50848 -2.77802
81 C 1.66067 9.27994 -2.26405
82 O 1.62159 9.43972 -0.83014
83 C 1.94816 8.37399 -0.12012
84 O 2.27664 7.30767 -0.54321
85 C 1.87852 8.70768 1.37983
86 F 0.72591 9.31047 1.68766
87 F 2.88154 9.52972 1.71482
88 F 1.98178 7.60421 2.11078
89 H -0.46171 8.98896 -2.46092
90 H 0.48578 8.46357 -3.86603
91 H 0.45450 7.48991 -2.39369
92 H 1.65764 10.29056 -2.66471
93 H 2.60023 8.81128 -2.55414
94 C -3.04998 -7.31644 2.32147
95 C -4.39278 -7.15560 2.99958
96 O -5.06225 -8.42958 3.16145
97 C -4.61961 -9.20299 4.13135
98 O -3.73829 -8.96400 4.90279
99 C -5.44578 -10.50033 4.17332
100 F -5.54727 -11.05133 2.95894
101 F -6.68410 -10.24572 4.61817
102 F -4.88724 -11.38948 4.98778
103 H -3.17243 -7.82903 1.36658
104 H -2.58073 -6.35461 2.14747
105 H -2.37332 -7.91849 2.92659
106 H -5.05831 -6.55187 2.39261
107 H -4.30785 -6.66386 3.96709
108 C 3.44190 4.62975 -8.71082
109 C 2.16257 5.35539 -8.35300
110 O 2.00443 6.56420 -9.12585
111 C 1.62001 6.40943 -10.38052
112 O 1.38074 5.38117 -10.93723
113 C 1.48088 7.78741 -11.05028
114 F 2.56512 8.54076 -10.83505
115 F 0.41911 8.43571 -10.55383
116 F 1.31590 7.65843 -12.36083
117 H 4.29983 5.29229 -8.59084
118 H 3.57232 3.76023 -8.06738
119 H 3.43177 4.29197 -9.74587
120 H 2.19308 5.67232 -7.31467
121 H 1.28656 4.71960 -8.47814
122 C -7.02484 -2.95579 -4.17170
123 C -5.89022 -1.99448 -3.89169
124 O -6.32135 -0.87700 -3.08813
125 C -6.48960 -1.11889 -1.79986
126 O -6.31264 -2.15426 -1.23422
127 C -6.92494 0.17009 -1.08184
128 F -7.93843 0.76238 -1.71988
129 F -5.90260 1.03467 -1.02893
130 F -7.30988 -0.09404 0.16206
131 H -7.85911 -2.43224 -4.63961
132 H -6.68808 -3.75024 -4.83620
133 H -7.39490 -3.41018 -3.25439
134 H -5.52928 -1.55740 -4.81944
135 H -5.04841 -2.48935 -3.40882

Here are the Löwdin charges for atoms 1 to 4, given in e:
1. C 0.037
2. C -0.506
3. O 0.160
4. O 0.121